Record 1
Entry from the OMol25 dataset: a 2-piece molecular cluster, H3OS2 overall in a non-equilibrium geometry (the ωB97M-V functional and the def2-TZVPD basis).

Its total charge is -1. The calculation puts the energy above the lowest of the compared OMol25 structures with the same formula, charge and spin at 8.4 kJ/mol.

Each line ends with the Mulliken charge.
Cartesian coordinates (Å):
O -0.997 -0.096 1.883  -0.64
H -0.546 -0.523 1.129  0.24
S 0.374 -1.099 -0.964  -0.69
S 1.047 0.865 -1.318  -0.28
H -1.888 0.114 1.518  0.31
H 2.010 0.739 -2.249  0.06

=====

Record 2
Entry from the OMol25 dataset: a 2-piece molecular cluster, C4H8O3S overall in a non-equilibrium geometry (the ωB97M-V functional and the def2-TZVPD basis).

Its total charge is 0. The calculation puts the energy above the lowest of the compared OMol25 structures with the same formula, charge and spin at 480.5 kJ/mol.

Each line ends with the Mulliken charge.
Cartesian coordinates (Å):
C -1.660 -0.760 0.773  -0.58
C -2.306 0.411 0.070  -0.66
C -0.955 -0.082 -0.337  0.62
C 3.383 -0.735 0.201  -0.98
O 0.000 2.002 1.140  -0.54
O 0.673 1.735 -1.235  -0.57
O -0.653 -0.690 -1.513  -0.53
S 0.482 1.127 0.083  0.83
H -1.290 -0.590 1.774  0.24
H -2.042 -1.754 0.598  0.27
H -3.126 0.230 -0.608  0.25
H -2.361 1.350 0.600  0.26
H 3.224 -1.033 -0.811  0.34
H 3.946 0.150 0.406  0.34
H 3.053 -1.358 1.003  0.34
H -0.368 -0.002 -2.142  0.39

=====

Record 3
Entry from the OMol25 dataset: CaHO2P as an isolated structure in a non-equilibrium geometry (the ωB97M-V functional and the def2-TZVPD basis).

Its total charge is +1. For the total energy, the calculation gives -1169.8019 hartree. Its spin multiplicity is 2.

Each line ends with the Löwdin spin population.
Cartesian coordinates (Å):
P -0.996 0.700 -0.080  0.01
O -0.061 1.935 0.084  0.00
Ca 1.838 0.768 -0.022  0.01
O -0.005 -0.512 -0.028  0.10
H -0.777 -2.890 0.045  0.87

=====

Record 4
Entry from the OMol25 dataset: C56H120B2N8O32Sr2 as an isolated structure in a non-equilibrium geometry (the ωB97M-V functional and the def2-TZVPD basis).

Its total charge is +2. For the total energy, the calculation gives -5162.1068 hartree.

Each line ends with the Mulliken charge.
Cartesian coordinates (Å):
Sr 9.148 -1.561 -0.264  1.61
Sr -4.495 -2.882 -5.877  1.54
O 2.082 -3.281 -9.011  -0.61
C 2.191 -2.738 -7.880  0.50
O 3.232 -2.076 -7.359  -0.48
B 3.040 -1.744 -5.947  1.14
O 1.671 -2.314 -5.693  -0.47
C 1.163 -2.882 -6.756  0.70
O 0.003 -3.404 -6.800  -0.75
O 3.117 -0.289 -5.571  -0.47
C 4.216 -0.087 -4.805  0.64
O 4.599 1.007 -4.388  -0.63
C 4.854 -1.433 -4.536  0.61
O 4.090 -2.334 -5.060  -0.51
O 5.931 -1.493 -3.860  -0.65
O -2.251 -2.337 0.458  -0.69
C -1.146 -1.907 0.046  0.62
O -0.049 -1.574 0.755  -0.42
B 0.984 -0.969 -0.124  1.12
O 0.413 -1.048 -1.505  -0.57
C -0.764 -1.628 -1.448  0.54
O -1.494 -1.853 -2.359  -0.57
O 2.256 -1.674 0.065  -0.50
C 3.205 -0.807 0.328  0.59
O 4.425 -1.036 0.352  -0.69
C 2.552 0.541 0.491  0.73
O 1.300 0.421 0.193  -0.49
O 3.146 1.566 0.814  -0.70
C -8.040 -0.379 3.296  -0.72
O -9.309 -0.517 3.908  -0.27
C -9.207 -0.250 5.275  -0.49
C -10.630 0.020 5.806  -0.79
N -11.552 -1.076 5.559  -0.42
C -12.936 -0.586 5.433  -0.74
C -14.058 -1.603 5.116  -0.61
O -13.799 -2.189 3.866  -0.27
C -14.638 -3.244 3.470  -0.75
H -7.317 -1.151 3.561  0.30
H -7.593 0.602 3.454  0.32
H -8.276 -0.536 2.244  0.19
H -8.569 0.615 5.454  0.44
H -8.652 -1.021 5.810  0.35
H -11.020 0.969 5.436  0.36
H -10.725 0.201 6.877  0.39
H -11.293 -1.480 4.670  0.31
H -12.976 0.107 4.592  0.39
H -13.261 0.047 6.260  0.45
H -15.015 -1.085 5.060  0.40
H -14.039 -2.344 5.915  0.35
H -15.683 -3.009 3.673  0.29
H -14.528 -4.108 4.125  0.32
H -14.396 -3.538 2.448  0.22
C -2.230 0.145 -6.626  -0.91
O -3.157 -0.631 -7.377  -0.02
C -2.966 -0.442 -8.790  -0.66
C -4.203 -0.955 -9.621  -1.05
N -4.635 -2.314 -9.236  -0.05
C -3.930 -3.384 -9.952  -0.77
C -4.483 -4.800 -9.649  -0.75
O -4.789 -4.881 -8.228  -0.15
C -5.258 -6.227 -7.992  -0.79
H -2.448 1.211 -6.690  0.30
H -1.229 -0.032 -7.020  0.30
H -2.317 -0.079 -5.563  0.36
H -2.018 -0.929 -9.017  0.41
H -2.827 0.624 -8.968  0.43
H -3.820 -0.855 -10.637  0.37
H -4.991 -0.212 -9.497  0.45
H -5.608 -2.260 -9.498  0.26
H -2.895 -3.356 -9.611  0.39
H -3.998 -3.206 -11.025  0.41
H -3.799 -5.574 -9.996  0.40
H -5.445 -4.930 -10.144  0.44
H -5.660 -6.238 -6.979  0.21
H -4.425 -6.926 -8.078  0.34
H -6.044 -6.571 -8.664  0.33
C 1.071 13.570 2.915  -0.73
O 1.699 12.364 3.297  -0.31
C 1.066 11.668 4.343  -0.61
C 1.805 10.398 4.681  -0.71
N 1.830 9.571 3.483  -0.22
C 2.681 8.462 3.726  -0.78
C 2.850 7.581 2.501  -0.47
O 3.609 8.274 1.493  -0.34
C 3.727 7.639 0.236  -0.77
H 1.516 13.887 1.971  0.24
H 1.222 14.361 3.650  0.27
H 0.005 13.408 2.760  0.32
H 0.001 11.512 4.174  0.36
H 1.112 12.268 5.251  0.41
H 1.359 9.971 5.579  0.38
H 2.820 10.698 4.940  0.37
H 2.201 10.172 2.761  0.25
H 2.417 7.979 4.666  0.49
H 3.669 8.808 4.029  0.37
H 1.969 7.172 2.005  0.24
H 3.344 6.660 2.810  0.40
H 4.473 8.116 -0.400  0.28
H 2.828 7.786 -0.363  0.30
H 4.005 6.585 0.241  0.28
C -3.031 3.449 5.833  -0.77
O -2.941 3.661 4.434  -0.29
C -1.656 3.881 3.898  -0.47
C -1.836 4.151 2.356  -0.62
N -2.817 5.262 2.107  -0.44
C -2.082 6.501 2.125  -0.25
C -3.050 7.698 1.878  -0.70
O -3.865 7.817 3.024  -0.36
C -3.230 8.556 4.111  -0.73
H -2.828 4.371 6.378  0.30
H -2.417 2.663 6.270  0.25
H -4.037 3.160 6.136  0.27
H -1.164 2.910 3.965  0.40
H -1.211 4.756 4.372  0.30
H -2.217 3.276 1.830  0.34
H -0.842 4.375 1.970  0.32
H -3.455 5.297 2.889  0.33
H -1.330 6.613 1.345  0.32
H -1.640 6.684 3.105  0.18
H -3.725 7.507 1.044  0.34
H -2.497 8.621 1.705  0.38
H -2.261 8.191 4.453  0.25
H -3.763 8.539 5.062  0.33
H -3.145 9.601 3.813  0.30
C 7.485 -3.925 2.668  -0.77
O 8.225 -4.233 1.526  -0.16
C 8.534 -5.614 1.320  -0.64
C 9.370 -5.774 0.022  -0.84
N 8.743 -5.145 -1.213  -0.10
C 7.613 -5.909 -1.751  -0.77
C 8.129 -7.035 -2.706  -0.58
O 9.124 -6.516 -3.555  -0.37
C 9.401 -7.358 -4.722  -0.80
H 6.489 -4.356 2.567  0.31
H 7.312 -2.856 2.793  0.24
H 8.013 -4.268 3.558  0.32
H 7.666 -6.271 1.272  0.39
H 9.130 -5.960 2.164  0.45
H 9.631 -6.809 -0.197  0.33
H 10.375 -5.397 0.213  0.39
H 9.349 -5.366 -1.990  0.40
H 7.058 -5.186 -2.347  0.32
H 6.879 -6.214 -1.006  0.34
H 7.315 -7.504 -3.259  0.47
H 8.638 -7.817 -2.142  0.31
H 10.350 -7.057 -5.165  0.25
H 8.545 -7.316 -5.396  0.32
H 9.539 -8.408 -4.465  0.34
C -3.215 -6.044 -3.940  -0.87
O -4.277 -5.089 -3.796  -0.02
C -5.262 -5.478 -2.820  -0.64
C -6.448 -4.504 -2.812  -0.91
N -6.049 -3.148 -2.750  -0.03
C -7.158 -2.185 -2.680  -0.95
C -6.616 -0.792 -2.778  -0.55
O -6.075 -0.606 -4.043  -0.15
C -5.774 0.757 -4.396  -0.76
H -2.506 -5.931 -3.120  0.30
H -2.621 -5.829 -4.828  0.28
H -3.504 -7.095 -3.954  0.33
H -4.834 -5.345 -1.826  0.39
H -5.504 -6.537 -2.903  0.46
H -7.123 -4.826 -2.019  0.38
H -7.032 -4.558 -3.732  0.36
H -5.657 -3.096 -1.820  0.19
H -7.605 -2.402 -1.710  0.46
H -7.941 -2.292 -3.431  0.35
H -5.842 -0.716 -2.015  0.34
H -7.381 -0.039 -2.589  0.41
H -5.615 0.778 -5.474  0.19
H -4.919 1.196 -3.882  0.32
H -6.643 1.398 -4.244  0.35
C 9.493 1.117 2.806  -0.73
O 9.197 1.202 1.416  -0.16
C 8.988 2.506 0.908  -0.72
C 8.933 2.492 -0.666  -0.78
N 10.013 1.550 -1.155  -0.16
C 10.035 1.596 -2.626  -0.85
C 11.102 0.657 -3.165  -0.67
O 10.951 -0.735 -2.738  -0.18
C 12.017 -1.595 -3.171  -0.74
H 8.551 1.126 3.354  0.33
H 10.138 1.899 3.207  0.30
H 9.884 0.118 2.998  0.22
H 9.825 3.063 1.329  0.45
H 8.108 2.975 1.347  0.42
H 8.999 3.531 -0.991  0.33
H 8.007 2.062 -1.048  0.44
H 10.887 1.930 -0.820  0.21
H 10.328 2.594 -2.951  0.36
H 9.082 1.281 -3.051  0.46
H 12.092 0.920 -2.792  0.41
H 11.061 0.588 -4.252  0.42
H 12.958 -1.317 -2.697  0.33
H 12.082 -1.494 -4.255  0.29
H 11.798 -2.634 -2.926  0.24
C 3.039 -0.298 5.893  -0.76
O 1.678 -0.689 5.656  -0.28
C 1.146 -1.296 6.785  -0.14
C 1.527 -2.771 6.852  -0.92
N 1.375 -3.564 5.595  -0.46
C -0.084 -3.721 5.242  -0.23
C -0.990 -4.467 6.210  -0.88
O -1.571 -3.615 7.240  -0.35
C -2.557 -2.637 6.812  -0.61
H 3.626 -1.190 6.111  0.32
H 3.219 0.486 6.628  0.31
H 3.362 0.166 4.961  0.23
H 0.076 -1.209 6.594  -0.08
H 1.399 -0.727 7.679  0.45
H 0.996 -3.227 7.687  0.37
H 2.550 -2.878 7.212  0.44
H 1.734 -2.869 4.956  0.34
H -0.110 -4.292 4.313  0.42
H -0.528 -2.763 4.973  0.25
H -0.417 -5.309 6.600  0.40
H -1.745 -4.975 5.610  0.43
H -3.161 -2.314 7.660  0.23
H -3.246 -3.114 6.115  0.32
H -2.129 -1.740 6.364  0.18

=====

Record 5
Entry from the OMol25 dataset: an isolated ion of composition C9H17N6 and charge +1 in a non-equilibrium geometry (the ωB97M-V functional and the def2-TZVPD basis).

Its total charge is +1. The calculation puts the energy above the lowest of the compared OMol25 structures with the same formula, charge and spin at 344.7 kJ/mol.

Each line ends with the Mulliken charge.
Cartesian coordinates (Å):
C -2.679 0.668 -0.157  0.41
C 0.691 0.539 1.617  0.33
C 1.912 1.426 -1.652  -0.93
C 0.652 0.618 -1.885  -0.39
C 1.884 1.867 -0.172  -0.50
C 0.255 0.258 -0.516  -1.43
C -0.618 -0.802 0.216  1.33
C 1.124 -2.650 0.003  -1.21
C -0.308 -2.194 -0.292  -0.66
N -2.073 1.745 -0.067  -0.54
N -2.043 -0.600 0.063  -0.20
N 1.013 0.936 0.390  0.43
N -0.143 -0.556 1.547  -0.14
N -3.992 0.618 -0.453  -0.42
N 1.100 1.164 2.746  -0.40
H 2.861 0.901 -1.815  0.30
H 2.054 2.263 -2.271  0.44
H -0.130 1.369 -2.287  0.23
H 0.833 -0.316 -2.421  0.33
H 2.810 1.766 0.316  0.41
H 1.409 2.895 -0.033  0.34
H 1.428 -3.088 -0.910  0.35
H 1.314 -3.422 0.914  0.26
H 1.759 -1.869 0.241  0.36
H -1.062 -3.061 0.039  0.39
H -0.460 -2.125 -1.407  0.43
H -2.609 -1.430 0.254  0.31
H -0.675 -0.879 2.284  0.22
H -4.404 1.542 -0.659  0.28
H -4.767 0.108 -0.124  0.20
H 2.036 1.512 2.891  0.25
H 0.825 0.797 3.599  0.24

=====

Record 6
Entry from the OMol25 dataset: C10H14BBrCaN6 as an isolated structure in a non-equilibrium geometry (the ωB97M-V functional and the def2-TZVPD basis).

Its total charge is 0. For the total energy, the calculation gives -3994.4453 hartree.

Each line ends with the Mulliken charge.
Cartesian coordinates (Å):
H -3.401 -1.840 -0.130  0.39
N -1.834 -0.415 -0.164  -0.20
B -0.411 1.698 -0.419  0.00
N -1.779 0.937 -0.466  0.06
C -3.013 1.375 -0.804  -0.15
Ca -0.192 -1.924 0.784  1.00
H -3.152 2.412 -1.064  0.44
C -3.892 0.291 -0.727  -1.01
H -4.946 0.289 -0.935  0.38
C -3.112 -0.812 -0.323  -0.14
H -0.546 2.856 -0.682  -0.12
C 2.195 -2.897 0.747  -0.79
H 2.095 -3.970 0.975  0.40
H 2.572 -2.320 1.604  0.36
H 2.782 -2.702 -0.160  0.31
N 0.553 0.981 -1.394  0.01
N 0.168 1.512 1.035  -0.02
N 0.750 -0.370 -1.234  0.11
N 0.330 0.233 1.548  -0.12
C 1.262 1.437 -2.451  -0.18
C 0.576 2.412 1.953  -0.10
H 1.218 2.480 -2.734  0.44
H 0.501 3.472 1.719  0.43
C 1.954 0.349 -2.995  -1.10
C 1.032 1.721 3.080  -1.07
C 1.604 -0.755 -2.198  -0.16
C 0.865 0.355 2.775  -0.13
H 2.613 0.343 -3.842  0.39
H 1.424 2.137 3.981  0.40
H 1.913 -1.791 -2.257  0.39
H 1.091 -0.528 3.373  0.41
H 0.332 -3.506 -1.145  0.08
Br -1.554 -3.461 2.549  -0.68

=====

Record 7
Entry from the OMol25 dataset: C2H5NO3P2 as an isolated structure in a non-equilibrium geometry (the ωB97M-V functional and the def2-TZVPD basis).

Its total charge is 0. The calculation puts the energy above the lowest of the compared OMol25 structures with the same formula, charge and spin at 74.2 kJ/mol.

Each line ends with the Mulliken charge.
Cartesian coordinates (Å):
C 0.826 -1.688 -0.245  0.62
C -0.352 1.212 -0.493  -0.26
N 0.015 -2.212 -0.938  -0.40
O 1.506 -0.906 0.272  -0.40
O 2.135 1.685 -0.163  -0.44
O -1.488 -0.168 1.454  -0.51
P 0.762 1.575 0.679  0.04
P -1.992 0.870 0.262  0.06
H 0.009 1.181 -1.573  0.40
H 2.836 1.607 0.513  0.32
H -0.155 -3.006 -1.486  0.24
H -1.684 0.014 2.374  0.33
H -2.418 -0.164 -0.655  0.01

=====

Record 8
Entry from the OMol25 dataset: C7H14O2 as an isolated structure in a non-equilibrium geometry (the ωB97M-V functional and the def2-TZVPD basis).

Its total charge is 0. For the total energy, the calculation gives -425.2745 hartree. Its spin multiplicity is 3.

Each line ends with the Löwdin spin population.
Cartesian coordinates (Å):
C -0.033 -1.423 -0.002  0.76
C -0.130 -0.153 0.307  0.79
C -1.133 -2.425 0.179  0.12
C 1.371 0.906 -1.187  0.07
C 2.409 0.643 0.964  0.03
C 0.992 0.837 0.314  0.10
C -2.048 0.538 0.505  -0.02
O -2.576 0.224 -0.767  0.01
O -1.725 1.861 0.565  0.00
H 0.979 -1.938 -0.261  0.03
H -2.009 -2.117 0.591  0.00
H -0.724 -3.420 0.635  0.03
H -1.370 -2.850 -0.844  0.05
H 0.734 1.460 -1.825  0.00
H 2.263 1.484 -1.443  0.01
H 1.548 -0.047 -1.668  0.01
H 2.271 0.257 1.926  0.00
H 2.848 -0.236 0.477  0.00
H 3.088 1.476 0.958  0.00
H 0.539 1.845 0.826  0.00
H -2.549 -0.043 1.203  0.00
H -2.344 0.740 -1.533  0.00
H -2.400 2.381 0.080  0.00

=====

> Number 1 is which compound?

H3OS2

=====

> Look up the total charge of the seventh one.

0